(1)
Formula: C4H8O2S
Source: the OMol25 dataset
Level of theory: the ωB97M-V functional and the def2-TZVPD basis

```
! wB97M-V def2-TZVPD RIJCOSX def2/J DEFGRID3
* xyz 0 1
O 2.2697 0.5294 1.3942
C 2.1078 0.3551 0.0157
O 2.5281 -0.5772 -0.7050
C 0.8940 1.3690 -0.5741
C -0.3306 0.5385 -0.5419
C -0.3752 -0.6888 0.3985
S -3.3659 -0.7683 -0.0413
H 3.0948 0.8293 0.6795
H 0.7183 2.2851 0.0121
H 1.0763 1.6710 -1.5867
H -0.6782 0.2782 -1.5648
H -1.0996 1.2071 -0.1437
H 0.1315 -1.5676 0.0496
H -0.1506 -0.4348 1.4216
H -1.3951 -1.0356 0.4904
*
```

- energy above the lowest of the compared OMol25 structures with the same formula, charge and spin (kcal/mol) = 164.0
- frontier orbital gap (eV) = 6.5

The natural (NBO) scheme yields these atomic charges, measured in e: -0.58, 0.62, -0.54, -0.47, -0.42, -0.53, -0.12, 0.49, 0.22, 0.23, 0.22, 0.22, 0.24, 0.23, 0.18


(2)
Formula: C4H8O2S
Source: the OMol25 dataset
Level of theory: the ωB97M-V functional and the def2-TZVPD basis

```
! wB97M-V def2-TZVPD RIJCOSX def2/J DEFGRID3
* xyz 0 1
O -0.5049 1.7004 1.5515
C -1.1426 0.5027 1.2183
O -2.3230 0.4904 1.0058
C -0.1511 -0.6362 0.9150
C 0.0671 -0.5524 -0.5998
C 0.5697 0.7535 -1.2186
S 1.8808 -2.3109 -2.1260
H -0.8730 1.2038 2.4103
H 0.7490 -0.3525 1.4740
H -0.5058 -1.5721 1.3497
H -0.7695 -1.0014 -1.1128
H 0.8396 -1.3451 -0.8041
H -0.1060 1.6077 -1.0481
H 1.5348 0.9750 -0.7422
H 0.7349 0.5371 -2.2731
*
```

- energy above the lowest of the compared OMol25 structures with the same formula, charge and spin (kcal/mol) = 126.4
- frontier orbital gap (eV) = 6.6

The natural (NBO) scheme yields these atomic charges, measured in e: -0.64, 0.69, -0.52, -0.51, -0.27, -0.63, -0.17, 0.48, 0.23, 0.25, 0.23, 0.16, 0.23, 0.22, 0.24


(3)
Formula: C4H8O2S3
Source: the OMol25 dataset
Level of theory: the ωB97M-V functional and the def2-TZVPD basis

```
! wB97M-V def2-TZVPD RIJCOSX def2/J DEFGRID3
* xyz 0 1
C 2.3197 -0.1608 0.3448
C -0.5781 0.3715 -1.5574
C -0.4515 -0.3775 0.7378
C -1.2556 -0.5986 -0.4509
O -0.2328 -1.3499 1.6175
O -1.3880 -1.8943 -0.9627
S 3.3645 1.1544 0.6893
S 2.6200 -0.2144 2.1071
S -0.6824 2.0662 -1.3058
H 2.6079 -1.1304 -0.1513
H 0.4234 -0.1267 -1.6503
H -1.1366 0.1049 -2.4797
H -0.5090 0.5497 1.1809
H -2.2453 -0.3511 -0.1029
H 0.3718 -0.9576 2.2812
H -0.5503 -2.0991 -1.3255
H 0.5122 2.5710 -1.5192
*
```

- energy above the lowest of the compared OMol25 structures with the same formula, charge and spin (kcal/mol) = 41.9
- frontier orbital gap (spin up / spin down) (eV) = 7.8 / 6.6

The natural (NBO) scheme yields these atomic charges, measured in e: -0.67, -0.61, 0.24, 0.00, -0.64, -0.67, 0.17, 0.01, 0.01, 0.22, 0.24, 0.23, 0.17, 0.21, 0.49, 0.46, 0.14


(4)
Formula: C4H8O3
Source: the OMol25 dataset
Level of theory: the ωB97M-V functional and the def2-TZVPD basis

```
! wB97M-V def2-TZVPD RIJCOSX def2/J DEFGRID3
* xyz 0 1
C 0.1689 1.3730 2.1449
O 0.3187 0.3492 1.1623
C -0.4085 0.5047 0.0377
O -1.3874 1.2021 -0.0555
C 0.2535 -0.2653 -1.0995
C 0.1801 -1.7789 -0.9157
O -0.2097 0.1497 -2.3548
H 0.6154 2.2937 1.7566
H 0.7225 1.0409 3.0238
H -0.8805 1.5496 2.3839
H 1.3021 0.0436 -1.0494
H 0.4081 -2.0683 0.1139
H 0.8998 -2.2506 -1.5896
H -0.8187 -2.1490 -1.1741
H -1.1643 0.0057 -2.3845
*
```

- energy above the lowest of the compared OMol25 structures with the same formula, charge and spin (kcal/mol) = 21.5
- SMILES = COC(=O)[C@@H](C)O
- frontier orbital gap (eV) = 11.2

The natural (NBO) scheme yields these atomic charges, measured in e: -0.26, -0.52, 0.77, -0.58, 0.00, -0.63, -0.69, 0.19, 0.20, 0.20, 0.20, 0.22, 0.22, 0.21, 0.47


(5)
Formula: C4H8O3
Source: the OMol25 dataset
Level of theory: the ωB97M-V functional and the def2-TZVPD basis

```
! wB97M-V def2-TZVPD RIJCOSX def2/J DEFGRID3
* xyz 0 1
C -0.1738 -0.2189 -0.1609
C 0.0210 1.0818 -0.9340
C 1.1389 -0.8900 0.1591
C 1.5200 -2.0354 -0.3862
O -1.9948 0.3813 1.2082
O -0.5968 -0.0131 1.1822
O -2.1790 1.7641 1.2412
H -2.2501 1.9927 2.1823
H -0.8703 -0.8946 -0.6701
H 1.8030 -0.3259 0.7980
H 0.7237 1.7295 -0.4140
H 0.4120 0.8581 -1.9232
H -0.9292 1.6050 -1.0171
H 2.5112 -2.4301 -0.2403
H 0.8644 -2.6046 -1.0252
*
```

- energy above the lowest of the compared OMol25 structures with the same formula, charge and spin (kcal/mol) = 156.1
- SMILES = C=C[C@H](C)OOO
- frontier orbital gap (eV) = 11.1

The natural (NBO) scheme yields these atomic charges, measured in e: 0.04, -0.63, -0.18, -0.37, -0.05, -0.27, -0.44, 0.46, 0.19, 0.21, 0.21, 0.22, 0.23, 0.20, 0.19


(6)
Formula: C4H8O3
Source: the OMol25 dataset
Level of theory: the ωB97M-V functional and the def2-TZVPD basis

```
! wB97M-V def2-TZVPD RIJCOSX def2/J DEFGRID3
* xyz 0 1
C -1.1305 0.9265 -1.1348
C -0.9513 0.1004 -0.1030
O 0.2779 -1.5194 -1.2954
C 0.0954 0.1545 0.9770
O 0.3099 -1.0782 1.6011
C 1.4234 0.8016 0.6489
O 2.4521 0.3355 1.0842
H -0.4540 -1.0614 -1.7449
H -2.1124 1.0126 -1.5819
H -0.3612 1.6102 -1.4838
H -1.7302 -0.6194 0.1490
H -0.1018 -2.1780 -0.7006
H -0.3944 0.8558 1.6818
H 1.2608 -1.0906 1.8192
H 1.4164 1.7498 0.0832
*
```

- energy above the lowest of the compared OMol25 structures with the same formula, charge and spin (kcal/mol) = 64.5
- SMILES = C=C[C@@H](O)C=O.O
- frontier orbital gap (eV) = 10.3

The natural (NBO) scheme yields these atomic charges, measured in e: -0.49, -0.13, -0.94, -0.06, -0.71, 0.44, -0.53, 0.49, 0.21, 0.20, 0.21, 0.48, 0.20, 0.50, 0.13


(7)
Formula: C4H8O3
Source: the OMol25 dataset
Level of theory: the ωB97M-V functional and the def2-TZVPD basis

```
! wB97M-V def2-TZVPD RIJCOSX def2/J DEFGRID3
* xyz 0 1
C 2.1419 -1.5621 -0.4034
C 0.4736 0.1416 1.0956
O -0.2053 1.0833 1.5137
C 0.2717 -0.6825 -0.0565
O -1.9179 0.7743 -1.1498
C -2.6575 1.5712 -0.6152
O -2.4898 2.1082 0.5763
H 2.5561 -0.6348 -0.7557
H 2.1616 -2.3310 -1.1873
H 2.6571 -1.9309 0.4918
H 1.3352 -0.1801 1.7004
H -1.6413 1.7433 0.9547
H 0.8722 -1.7220 -0.0317
H 0.0215 -0.3212 -1.0454
H -3.5792 1.9428 -1.0876
*
```

- energy above the lowest of the compared OMol25 structures with the same formula, charge and spin (kcal/mol) = 102.6
- frontier orbital gap (eV) = 9.3

The natural (NBO) scheme yields these atomic charges, measured in e: -0.63, 0.34, -0.63, -0.40, -0.64, 0.66, -0.69, 0.25, 0.24, 0.23, 0.11, 0.52, 0.26, 0.26, 0.10


(8)
Formula: C4H8O3
Source: the OMol25 dataset
Level of theory: the ωB97M-V functional and the def2-TZVPD basis

```
! wB97M-V def2-TZVPD RIJCOSX def2/J DEFGRID3
* xyz 0 1
C 1.9365 0.1459 0.2865
C 0.8216 0.6265 -0.2543
O -0.4044 -1.5685 -1.9840
C -0.5208 0.7893 0.4186
O -1.5358 0.8042 -0.5568
C -0.8395 -0.2823 1.4492
O -1.9375 -0.7851 1.4886
H 0.5194 -1.3768 -1.7862
H 2.8543 0.0985 -0.2921
H 1.9968 -0.2117 1.3115
H 0.8230 0.9814 -1.2843
H -0.8603 -0.7372 -1.7862
H -0.5159 1.7467 0.9725
H -2.2831 0.3170 -0.1621
H -0.0544 -0.5481 2.1792
*
```

- energy above the lowest of the compared OMol25 structures with the same formula, charge and spin (kcal/mol) = 48.7
- SMILES = C=C[C@@H](O)C=O.O
- frontier orbital gap (eV) = 10.9

The natural (NBO) scheme yields these atomic charges, measured in e: -0.39, -0.20, -0.95, -0.06, -0.72, 0.43, -0.52, 0.46, 0.21, 0.19, 0.22, 0.48, 0.20, 0.50, 0.13


(9)
Formula: C4H8O3
Source: the OMol25 dataset
Level of theory: the ωB97M-V functional and the def2-TZVPD basis

```
! wB97M-V def2-TZVPD RIJCOSX def2/J DEFGRID3
* xyz 0 1
C 2.4013 0.0088 0.4149
O 1.1090 -0.1088 0.9917
C 0.2357 -0.5941 0.0979
O 0.5014 -1.4250 -0.7408
C -1.1200 0.0449 0.2493
C -1.5166 0.8294 -1.0025
O -2.0353 -0.9898 0.5321
H 2.9062 -0.9523 0.3371
H 2.9437 0.7237 1.0297
H 2.2347 0.4021 -0.5912
H -1.0701 0.7147 1.1107
H -0.8588 1.6854 -1.1985
H -2.5324 1.2035 -0.8502
H -1.5096 0.1797 -1.8840
H -1.7673 -1.7261 -0.0377
*
```

- energy above the lowest of the compared OMol25 structures with the same formula, charge and spin (kcal/mol) = 26.8
- SMILES = COC(=O)[C@@H](C)O
- frontier orbital gap (eV) = 11.3

The natural (NBO) scheme yields these atomic charges, measured in e: -0.26, -0.50, 0.78, -0.59, 0.00, -0.63, -0.70, 0.20, 0.20, 0.18, 0.19, 0.21, 0.23, 0.22, 0.48


(10)
Formula: C4H8O3
Source: the OMol25 dataset
Level of theory: the ωB97M-V functional and the def2-TZVPD basis

```
! wB97M-V def2-TZVPD RIJCOSX def2/J DEFGRID3
* xyz 0 1
O -1.1592 1.5808 -0.0465
C -1.5335 0.3861 -0.7052
C -0.8574 -0.7665 0.0274
C 0.6444 -0.6966 -0.1331
O 1.2047 -1.1673 -1.1064
C 1.4563 0.0212 0.9234
O 2.8174 -0.0049 0.6206
H -1.6037 2.3220 -0.4746
H -1.2110 0.3841 -1.7569
H -2.6228 0.2429 -0.6797
H -1.2003 -1.7132 -0.4003
H -1.1388 -0.7192 1.0851
H 1.0656 1.0495 0.9802
H 1.2588 -0.4518 1.8991
H 2.8795 -0.4670 -0.2331
*
```

- energy above the lowest of the compared OMol25 structures with the same formula, charge and spin (kcal/mol) = 29.8
- SMILES = O=C(CO)CCO
- frontier orbital gap (eV) = 10.8

The natural (NBO) scheme yields these atomic charges, measured in e: -0.73, -0.05, -0.53, 0.58, -0.57, -0.17, -0.71, 0.48, 0.17, 0.17, 0.24, 0.22, 0.21, 0.19, 0.49


Let's list E_tot in order: -19201.288 -19202.917 -40873.138 -10420.072 -10414.234 -10418.207 -10416.555 -10418.891 -10419.841 -10419.713 eV.